This record from the OMol25 dataset describes 8 unconnected molecules or ions with the total composition C58H127N7O4 at a distorted geometry. The level of theory is ωB97M-V with the def2-TZVPD basis set.

```
196
Properties=species:S:1:pos:R:3:forces:R:3
C 1.759209 7.657372 -3.162574 -0.1 0.1 -1.3
C 2.468319 6.293112 -2.855574 0.7 2.6 2.3
C 3.662299 6.649282 -1.862594 1.0 -0.7 0.0
C 4.370599 5.452922 -1.222864 -1.6 -1.4 0.0
C 3.284739 4.719962 -0.344804 1.6 1.0 0.4
C 2.003539 4.232772 -1.044164 1.1 0.3 0.9
N 1.522919 5.476042 -1.997254 -7.1 -3.8 -4.7
O 0.225399 5.322262 -2.504344 8.3 1.4 3.8
C 0.908329 3.915002 -0.049384 -0.9 0.9 0.1
C 2.337699 3.013632 -1.936984 0.6 0.9 -1.8
C 2.974659 5.488382 -4.069464 0.1 -0.4 0.6
H 2.419759 8.303362 -3.740904 0.6 -0.2 0.2
H 1.448319 8.277702 -2.321954 0.2 -0.6 0.4
H 0.911219 7.637652 -3.847144 -0.2 -0.7 0.2
H 3.334659 7.269022 -1.027924 -0.4 0.3 -0.3
H 4.474369 7.177932 -2.361754 -0.6 0.5 -0.5
H 5.231309 5.699072 -0.601024 -0.3 0.5 0.1
H 4.808179 4.768372 -1.949504 -0.1 0.0 -0.3
H 3.129689 5.431702 0.466046 -0.9 0.3 -0.1
H 3.788469 3.957822 0.249746 -0.3 -0.9 -0.5
H -0.060541 3.779062 -0.529914 0.1 -0.3 -0.2
H 0.741929 4.754202 0.625996 0.2 0.1 0.0
H 1.112159 3.055862 0.589706 0.3 -0.1 -0.4
H 1.745029 3.033002 -2.851564 -0.8 -0.5 0.3
H 2.386419 2.045382 -1.438784 -0.7 0.3 0.4
H 3.308079 3.096942 -2.426374 0.4 0.4 0.6
H 2.130859 5.116852 -4.650904 0.3 0.2 -0.3
H 3.660069 4.689012 -3.787824 -0.5 -0.4 0.3
H 3.706549 6.097412 -4.600034 -0.7 0.6 -0.3
C -2.637931 -2.657148 -0.650834 -1.8 0.9 -0.8
C -3.986941 -1.799308 -0.773614 0.9 -0.3 1.0
C -3.822041 -0.454998 0.021686 -0.7 -1.0 -1.0
N -5.055391 0.447882 0.134046 3.4 -0.5 -0.3
C -6.239651 -0.378038 0.422016 -1.4 1.4 -0.3
C -5.199771 1.331292 -1.083504 0.3 1.5 -0.8
C -5.139341 2.811532 -0.527164 -2.2 -0.4 -1.3
C -5.534551 2.607402 0.921846 1.2 0.9 0.9
C -4.589601 1.459332 1.197126 -1.7 0.2 0.5
H -2.481861 -3.092738 0.336076 0.0 0.1 -0.1
H -1.793441 -2.039038 -0.955574 0.1 0.0 0.2
H -2.765791 -3.431038 -1.407694 0.3 -0.3 0.3
H -4.843231 -2.363168 -0.403594 0.3 -0.2 0.6
H -4.268341 -1.793678 -1.826654 0.4 1.0 -0.2
H -3.031741 0.173712 -0.388484 0.1 -0.2 0.2
H -3.618931 -0.656428 1.073486 0.4 -0.4 -0.2
H -6.276261 -0.942238 1.353916 0.8 0.0 -0.1
H -6.413841 -0.996248 -0.458654 -0.2 0.0 0.3
H -7.021181 0.377422 0.503206 -0.5 -0.5 -0.1
H -6.081621 1.074552 -1.670454 -0.4 0.2 0.6
H -4.403621 1.227652 -1.820734 0.4 -0.7 0.5
H -5.754881 3.491312 -1.116314 -0.7 -0.4 0.1
H -4.204441 3.364722 -0.616884 0.6 -0.8 0.3
H -6.518251 2.328072 1.299196 -0.4 0.3 -1.0
H -5.274551 3.527142 1.445866 0.1 -0.2 0.4
H -4.706961 1.004962 2.180936 0.4 0.0 -0.1
H -3.588821 1.797902 0.928976 0.2 -0.7 0.3
C -3.154151 -6.577868 7.030886 -1.2 0.9 0.5
C -4.043591 -5.610468 6.163936 1.2 0.2 0.3
C -3.356111 -4.217918 5.923386 -0.5 -1.5 -0.3
N -3.734851 -3.602368 4.610066 0.5 0.8 -2.0
C -5.274141 -3.585448 4.474646 0.9 -0.5 0.0
C -2.985331 -2.232928 4.415716 -0.9 -0.7 0.1
C -1.823191 -2.460298 3.440106 0.3 1.2 1.3
C -1.753561 -3.876408 3.045496 -1.3 -1.4 -0.2
C -3.190721 -4.353598 3.325796 -0.1 -1.0 0.9
H -3.848081 -7.163258 7.634106 0.1 -0.6 -0.4
H -2.596571 -6.084188 7.826796 0.3 0.4 -0.3
H -2.497831 -7.184658 6.407066 -0.1 0.0 0.2
H -5.017071 -5.365358 6.588616 0.1 -0.5 0.4
H -4.246991 -6.188308 5.262366 0.0 0.4 -0.3
H -2.268221 -4.280228 5.949996 0.0 0.0 0.1
H -3.751731 -3.543618 6.682926 0.4 0.2 0.0
H -5.501491 -3.015578 3.573716 -0.3 0.3 0.5
H -5.775941 -3.344938 5.411896 0.3 0.9 -0.2
H -5.621841 -4.605788 4.313056 0.4 -0.1 -0.3
H -3.748111 -1.579978 3.991536 0.2 0.2 0.2
H -2.603131 -1.849528 5.361776 -0.6 -0.2 0.1
H -1.959161 -1.797288 2.585686 0.6 0.1 0.1
H -0.867471 -2.389098 3.959366 0.0 1.5 -0.2
H -1.443371 -3.842168 2.001126 -0.3 -0.9 -0.1
H -1.003431 -4.433858 3.606426 -0.2 -0.1 0.0
H -3.834061 -4.131738 2.474326 -0.2 0.3 0.3
H -3.359211 -5.394668 3.601276 0.4 -0.1 -0.4
C -0.977921 1.409752 -2.365274 -0.4 -1.0 0.3
C -1.932121 1.479542 -3.552694 -0.6 -0.6 -0.4
C -1.332291 1.823522 -4.871954 -0.2 0.5 -2.4
N -2.153991 1.276992 -6.167704 1.6 0.1 -0.2
C -3.639271 1.500452 -6.279954 0.4 0.0 0.8
C -1.860681 -0.265408 -6.201134 -1.7 1.4 -0.8
C -2.046121 -0.662288 -7.692534 1.0 0.0 1.3
C -1.436121 0.511962 -8.445054 -0.2 1.0 0.0
C -1.586161 1.791202 -7.533854 1.0 -0.7 0.3
H -1.445571 1.903942 -1.513694 0.6 0.3 0.1
H 0.086959 1.604202 -2.493004 -0.3 0.9 -0.3
H -0.932941 0.361552 -2.069704 -0.2 -0.2 0.0
H -2.748231 2.183042 -3.387874 0.0 0.1 0.2
H -2.398771 0.497832 -3.633824 -0.2 -0.1 0.0
H -0.338391 1.440302 -5.103074 0.0 -0.4 0.4
H -1.178571 2.901422 -4.922964 -0.5 0.2 -0.5
H -3.936461 1.168242 -7.274654 -0.1 -0.1 0.2
H -3.869761 2.560452 -6.173304 0.1 -0.1 0.0
H -4.119191 0.919422 -5.492434 -0.2 0.1 -0.2
H -2.586071 -0.646538 -5.482344 0.3 -0.6 -0.2
H -0.830221 -0.427448 -5.884894 -0.2 0.1 0.0
H -3.055301 -0.880958 -8.041584 0.1 -0.1 0.5
H -1.392711 -1.531758 -7.764454 -0.4 -0.3 -0.6
H -1.926641 0.632962 -9.410894 0.0 0.2 0.1
H -0.374581 0.379662 -8.654144 -0.1 -0.1 0.1
H -2.167681 2.615532 -7.946674 -0.4 -0.3 0.3
H -0.596891 2.211592 -7.352934 0.0 -0.1 0.2
C 1.728549 -2.332168 -8.395904 -0.3 0.7 0.1
C 2.211089 -2.720248 -7.038504 1.6 -0.8 1.0
C 1.444399 -2.233508 -5.820824 0.6 0.4 0.7
N 2.199739 -2.433008 -4.469854 0.8 0.2 -0.3
C 2.222869 -3.928478 -4.063974 -0.3 1.3 -0.6
C 1.591179 -1.620528 -3.347094 -0.4 -0.9 -0.1
C 2.717349 -1.109558 -2.513394 0.0 0.9 1.4
C 3.934739 -1.024108 -3.355414 0.2 1.5 1.0
C 3.630809 -1.816748 -4.539944 1.4 -1.7 -1.5
H 2.612689 -2.470288 -9.018264 -0.6 -0.2 -0.6
H 1.555839 -1.256558 -8.359214 -0.2 0.2 -0.3
H 0.809149 -2.818708 -8.721614 0.3 -0.2 -0.3
H 3.218019 -2.303888 -7.009684 0.0 0.7 0.4
H 2.558419 -3.752768 -7.001594 -1.0 -0.6 0.2
H 0.429709 -2.592518 -5.648754 0.1 -0.5 -0.2
H 1.350029 -1.150208 -5.896034 0.1 0.2 -0.1
H 1.254559 -4.362368 -4.313374 0.1 0.0 -0.5
H 2.241719 -3.985668 -2.975634 0.9 0.0 -0.1
H 3.052499 -4.346118 -4.634404 -0.2 -0.5 0.5
H 1.064889 -2.305968 -2.682804 -0.9 0.3 -0.6
H 0.992619 -0.851998 -3.836154 -0.2 0.0 0.4
H 2.962099 -1.769488 -1.681114 -0.6 0.0 0.2
H 2.479799 -0.115848 -2.133634 -0.2 -0.4 0.4
H 4.778899 -1.419078 -2.790184 0.2 0.4 -0.3
H 4.068519 0.022352 -3.629534 0.6 -0.1 0.0
H 4.394739 -2.593968 -4.518714 -0.6 -0.6 -0.8
H 3.860349 -1.190918 -5.402344 -0.9 -0.5 -0.4
C 3.837739 0.929982 1.621926 -1.5 -0.6 -0.4
C 4.630769 -0.299478 1.970916 1.8 -0.4 0.0
C 3.914669 -1.653358 1.748496 0.7 -0.6 2.3
N 4.644869 -2.869248 2.519986 1.2 0.7 -1.0
C 6.210019 -2.858348 2.184426 -2.4 0.2 0.4
C 4.381509 -2.736078 4.058846 -0.1 -0.1 -2.4
C 3.024749 -3.394088 4.211526 0.5 0.1 2.1
C 2.740579 -4.267968 3.043036 0.1 -0.7 -1.1
C 3.892969 -4.149978 2.032226 0.6 1.0 0.7
H 2.909369 0.762532 2.167996 -0.4 0.6 -0.1
H 3.554189 0.906792 0.569706 0.0 0.2 -0.2
H 4.224609 1.916402 1.877646 0.5 -0.4 0.1
H 4.969729 -0.147058 2.995606 -0.5 -0.5 0.5
H 5.615239 -0.308448 1.503106 -0.1 0.0 -0.7
H 3.750049 -2.007318 0.730796 0.3 0.4 0.0
H 2.963099 -1.657858 2.280096 -0.3 0.3 -0.4
H 6.604809 -1.915838 2.563796 0.0 -0.2 0.0
H 6.241299 -2.870888 1.094946 0.4 -0.3 0.2
H 6.664099 -3.710758 2.689716 0.0 0.0 -0.3
H 5.192279 -3.299178 4.521076 -0.1 0.3 0.2
H 4.374049 -1.666788 4.270196 0.4 -0.3 0.3
H 3.140669 -4.070958 5.057996 -0.3 0.3 0.4
H 2.188829 -2.733828 4.442546 0.3 0.3 -0.1
H 2.830159 -5.272008 3.457756 -1.0 -0.2 -0.7
H 1.770899 -3.971728 2.642966 0.0 -0.7 -0.2
H 4.463809 -5.077348 2.079326 0.7 0.5 0.2
H 3.709759 -3.977058 0.971746 -0.5 -0.1 0.2
C -0.010041 4.705762 3.421336 -0.7 -1.3 -1.5
C -0.372121 3.622202 4.457326 1.8 0.5 0.8
C 0.319549 2.260652 4.163676 -0.3 0.6 1.8
N 0.309179 1.231562 5.375476 0.4 -2.2 0.4
C -1.082481 0.726872 5.751236 0.5 0.8 -0.3
C 1.033539 1.700572 6.635346 0.1 1.0 0.6
C 1.520499 0.511232 7.515486 -0.5 -0.7 -1.3
C 1.754759 -0.621508 6.453276 -1.5 0.2 -0.2
C 1.231909 -0.043468 5.074296 1.2 0.3 0.3
H -0.411631 5.688762 3.667376 -0.1 -0.3 0.0
H -0.412311 4.314002 2.487096 -0.5 0.6 -0.4
H 1.043189 4.815852 3.163136 0.3 -0.1 0.8
H -1.449051 3.537702 4.602896 0.1 0.1 0.0
H 0.131019 4.111092 5.291556 -0.6 -0.7 1.0
H 1.392039 2.446092 4.104746 -0.1 -0.1 -0.7
H -0.167461 1.820102 3.293716 0.5 -0.6 0.0
H -1.015491 -0.002978 6.558046 0.3 -0.4 -0.5
H -1.531831 0.403982 4.812126 -0.1 -0.4 0.3
H -1.700131 1.500462 6.207486 0.3 0.5 -0.4
H 0.381349 2.401492 7.156366 0.0 -0.1 0.0
H 1.885659 2.288842 6.294846 0.1 -0.1 -0.1
H 0.776629 0.167242 8.234106 -0.2 0.3 -0.1
H 2.407599 0.710262 8.116766 0.0 0.4 -0.4
H 1.150799 -1.500468 6.678596 -0.4 0.1 0.2
H 2.735309 -1.096598 6.483516 0.4 0.8 -0.6
H 0.852339 -0.803598 4.391476 -1.0 0.4 0.2
H 2.076579 0.318072 4.487846 0.0 0.6 0.2
O 0.753329 0.016452 -0.318594 0.3 -0.1 -1.5
C 0.175119 0.024862 0.901896 1.4 -0.2 0.5
O 0.733599 -0.514798 1.788576 2.8 -3.2 4.2
O -0.825691 0.696942 0.967956 -4.4 2.5 -0.2
H -0.001931 0.564952 -0.542934 0.0 0.8 -2.3
```
Forces are in eV/Å.

Properties
Total charge: +6
Relative energy (zero: lowest compared OMol25 entry of this formula, charge and spin): 111.1 kcal/mol
LUMO energy: -15.019 eV
HOMO energy: -20.3 eV
Orbital gap: 5.24 eV

Atomic partial charges in e from the Mulliken method, atoms 1 to 4: -1.655 1.115 -1.249 -0.737

This record from the OMol25 dataset describes 2 unconnected molecules or ions with the total composition C9H18FN2 at a distorted geometry. The level of theory is ωB97M-V with the def2-TZVPD basis set.

```
30
Properties=species:S:1:pos:R:3:forces:R:3
C 2.952286 -0.461235 -1.024186 1.1 -0.5 0.7
C -2.282886 -1.511911 0.630532 -1.0 0.5 -2.0
C -0.843617 -1.238371 0.347404 3.6 -2.0 0.2
C 2.786562 1.029561 -0.687507 -0.8 -0.3 -1.2
C 3.391025 -0.973571 0.381362 -0.9 -0.4 -1.2
C -2.734866 -0.072776 0.916492 -1.3 -1.3 2.5
C -0.656338 0.103240 -0.244851 2.4 -0.9 0.5
C 2.080003 0.905550 0.598408 -2.1 -1.9 1.5
C -2.054359 2.000776 -0.437721 -1.7 0.6 3.1
N 2.415087 -0.234629 1.234321 0.5 1.2 2.1
N -1.655992 0.889918 0.483855 -2.2 -0.9 -3.2
F 1.377158 1.816869 1.250472 1.3 -0.4 -0.4
H 1.944053 -0.828586 -1.259349 0.5 -0.2 -0.3
H 3.768424 -0.755353 -1.746402 -1.2 0.7 0.4
H -2.899367 -2.013268 -0.165474 1.0 0.8 0.1
H -2.359815 -2.216883 1.407610 -0.4 -0.3 1.6
H -0.196779 -1.310324 1.294532 -1.1 0.1 -0.4
H -0.326563 -2.057643 -0.210555 -0.6 0.7 -0.1
H 3.735726 1.432663 -0.388159 0.9 0.6 -0.2
H 2.313909 1.577995 -1.512194 0.0 0.2 0.8
H 3.317799 -2.084996 0.413858 0.1 1.0 0.6
H 4.397243 -0.575038 0.534710 0.0 -0.5 0.4
H -3.719075 0.205009 0.594092 -0.2 0.2 -0.8
H -2.847301 -0.114751 2.025210 0.4 1.0 -0.5
H -0.754705 0.075982 -1.312842 -0.8 0.5 -0.4
H -1.827181 1.809991 -1.407104 0.5 -1.0 -2.7
H -3.085549 2.328911 -0.322078 -0.2 -0.5 0.1
H -1.501216 2.822195 -0.116853 1.2 1.5 0.3
H 2.382487 -0.349733 2.337650 -0.2 0.4 -3.3
H -1.331503 1.268526 1.316535 1.2 1.0 1.7
```
Forces are in eV/Å.

Properties
Total charge: +1
Relative energy (zero: lowest compared OMol25 entry of this formula, charge and spin): 42.4 kcal/mol
LUMO energy (spin up / spin down): -3.311 / -3.311 eV
HOMO energy (spin up / spin down): -10.1 / -10.1 eV
Orbital gap (spin up / spin down): 6.81 / 6.82 eV

Atomic partial charges in e from the Mulliken method, atoms 1 to 4: -0.455 -0.795 -0.275 -0.520

This record from the OMol25 dataset describes a molecular structure, C17H22N3O7STa at a distorted geometry. The level of theory is ωB97M-V with the def2-TZVPD basis set.

```
51
Properties=species:S:1:pos:R:3:forces:R:3
Ta 0.032327 0.073593 -0.207577 -0.9 -0.2 1.0
C 0.127577 1.133907 1.974805 0.2 0.4 -0.1
C -0.657101 0.144019 2.570971 0.2 -0.2 -0.1
C -1.980538 0.251884 2.087620 -0.1 0.0 0.0
C -2.017769 1.283014 1.170508 0.2 -0.1 -0.3
C -0.694276 1.844165 1.039120 0.2 0.4 0.2
H 1.149575 1.371110 2.221465 0.0 0.0 0.1
H -0.306058 -0.601828 3.269752 0.0 0.0 0.0
H -2.802587 -0.395690 2.350603 0.0 0.0 0.0
H -2.889718 1.597808 0.614359 0.0 0.0 0.1
H -0.471955 2.824452 0.637543 0.0 0.0 0.0
N -1.521440 0.884003 -1.619651 -0.2 0.0 -0.3
C -1.369607 0.923613 -3.113190 0.0 -0.1 -0.2
C -0.830734 -0.388324 -3.674342 0.2 0.2 0.0
C 0.605404 -0.531536 -3.244515 -0.2 -0.3 0.1
O 1.565129 -0.552582 -3.946314 0.0 0.0 -0.1
O 0.726803 -0.597497 -1.884065 0.0 0.1 0.1
H -2.324384 0.284577 -1.413687 0.0 0.1 0.0
H -1.794198 1.815976 -1.320273 -0.1 0.0 0.0
H -0.701834 1.750378 -3.357560 0.0 0.0 0.0
H -2.340532 1.142430 -3.555196 0.0 0.0 0.0
H -0.865176 -0.372569 -4.761488 0.0 0.0 0.0
H -1.426924 -1.233118 -3.321916 0.1 0.0 0.0
O 0.093803 -5.873942 0.783241 0.0 0.1 0.1
C 1.268868 -5.341087 1.071208 0.1 0.0 -0.1
O 2.226695 -5.976838 1.397897 -0.1 0.0 0.0
C 1.417345 -3.844775 0.963495 0.2 0.0 0.0
C 2.637519 -3.238440 1.222209 -0.1 0.0 0.1
N 2.479347 -1.919635 1.064499 0.1 0.1 0.0
N 1.225074 -1.609433 0.711438 -0.4 -0.3 -0.2
C 0.576321 -2.784821 0.638021 0.1 0.0 0.2
C -0.839448 -2.713855 0.191833 0.4 -0.4 -0.3
O -1.525178 -3.668429 -0.028943 -0.1 0.2 0.2
O -1.192182 -1.438428 0.016852 0.0 -0.2 -0.4
H -0.568309 -5.209338 0.522666 -0.1 0.0 -0.1
H 3.568544 -3.694535 1.520230 0.0 0.0 0.0
H 3.164009 -1.200210 1.236111 0.0 0.0 0.0
O 1.695648 1.198648 -0.300275 0.4 0.3 0.0
S 3.254154 1.231146 -0.534719 -0.1 -0.1 0.0
C 3.658811 2.959442 -0.224985 0.0 0.1 0.0
C 3.436316 3.686208 -1.545023 0.0 0.0 0.0
C 4.041254 2.768617 -2.604114 -0.1 0.0 0.0
C 3.508058 1.359404 -2.327740 0.1 0.0 -0.1
H 4.713989 2.951342 0.060876 0.0 0.0 0.0
H 3.063090 3.293515 0.623343 0.0 0.0 0.0
H 3.916633 4.663011 -1.524170 0.0 0.0 0.0
H 2.369772 3.841955 -1.719108 0.0 0.0 0.0
H 5.129338 2.781414 -2.535792 0.0 0.0 0.0
H 3.773285 3.068340 -3.615821 0.0 0.0 0.0
H 4.167193 0.548268 -2.631861 0.0 0.0 0.0
H 2.532969 1.170670 -2.769642 0.0 0.0 0.0
```
Forces are in eV/Å.

Properties
Total charge: +2
Relative energy (zero: lowest compared OMol25 entry of this formula, charge and spin): 32.8 kcal/mol
LUMO energy: -7.438 eV
HOMO energy: -15.6 eV
Orbital gap: 8.15 eV

Atomic partial charges in e from the Mulliken method, atoms 1 to 4: 1.791 -0.615 -0.424 -0.495

Which value of relative energy (zero: lowest compared OMol25 entry of this formula, charge and spin) does entry 2 give? 42.4 kcal/mol

Which formula does entry 3 have? C17H22N3O7STa

What is the relative energy (zero: lowest compared OMol25 entry of this formula, charge and spin) in the third record? 32.8 kcal/mol